Run one
Density functional theory data (the ωB97M-V functional and the def2-TZVPD basis) for CH3N2O2 as an isolated structure.

The HOMO energy (spin up / spin down) comes out at -15.7 / -15.7 eV. As for the LUMO energy (spin up / spin down): -7.96 / -7.96 eV. For the HOMO-LUMO gap (spin up / spin down), the calculation gives 7.7 / 7.7 eV.

```
! RIJCOSX wB97M-V def2-TZVPD def2/J DEFGRID3
* xyz 1 1
O 2.53 1.48 0.73
O 0.99 1.79 -0.99
N 1.52 1.55 0.20
N 0.01 -0.58 -0.31
C 0.20 1.28 0.09
H -0.96 -0.84 -0.52
H 0.71 -1.16 0.04
H -0.52 1.93 0.51
*
```

=====

Run two
Density functional theory data (the ωB97M-V functional and the def2-TZVPD basis) for an isolated ion of composition CH3N2O2 and charge +1.

The HOMO energy comes out at -16.9 eV. As for the LUMO energy: -6.31 eV. As for the SMILES: [NH2+]=NOC=O. For the HOMO-LUMO gap, the calculation gives 10.6 eV.

```
! RIJCOSX wB97M-V def2-TZVPD def2/J DEFGRID3
* xyz 1 1
O 1.31 2.24 1.43
O 1.01 0.38 -0.07
N -1.12 -0.05 -0.21
N 0.05 -0.48 -0.35
C 1.78 1.58 0.63
H 2.77 1.47 0.19
H -1.80 -0.72 -0.72
H -1.34 0.94 0.10
*
```

=====

Run three
Density functional theory data (the ωB97M-V functional and the def2-TZVPD basis) for an isolated ion of composition CH3N2O2 and charge +1.

The HOMO energy (spin up / spin down) comes out at -16.9 / -16.9 eV. As for the LUMO energy (spin up / spin down): -9.22 / -9.26 eV. For the HOMO-LUMO gap (spin up / spin down), the calculation gives 7.7 / 7.7 eV.

```
! RIJCOSX wB97M-V def2-TZVPD def2/J DEFGRID3
* xyz 1 1
O 1.40 -0.67 -0.49
O 0.91 -0.72 -1.62
N -1.60 0.32 -0.30
N 0.68 -0.17 0.50
C -0.59 0.54 0.37
H -1.52 -0.43 -0.94
H -0.47 1.38 1.04
H 1.19 -0.25 1.44
*
```

=====

Winner for stability: run two

=====

Run one
Density functional theory data (the ωB97M-V functional and the def2-TZVPD basis) for one molecule with the formula C3H5FOS.

The HOMO energy (spin up / spin down) comes out at -9.6 / -9.6 eV. As for the LUMO energy (spin up / spin down): -0.54 / -0.54 eV. As for the SMILES: C=C=[S@@](C)(=O)F. For the HOMO-LUMO gap (spin up / spin down), the calculation gives 9.0 / 9.0 eV.

```
! RIJCOSX wB97M-V def2-TZVPD def2/J DEFGRID3
* xyz 0 1
S 0.75 0.23 -0.29
F 1.89 -0.02 1.08
O 1.57 0.46 -1.44
C 0.42 -1.60 -0.11
C -0.88 0.77 -0.36
C -1.46 1.73 0.28
H -1.06 2.05 1.26
H 1.34 -2.10 -0.30
H 0.21 -1.82 0.85
H -2.33 2.17 -0.10
H -0.46 -1.90 -0.86
*
```

=====

Run two
Density functional theory data (the ωB97M-V functional and the def2-TZVPD basis) for a 2-piece molecular cluster, C3H5FOS overall.

The HOMO energy comes out at -9.6 eV. As for the LUMO energy: -2.00 eV. As for the SMILES: CC(=O)C=S.F. For the HOMO-LUMO gap, the calculation gives 7.6 eV.

```
! RIJCOSX wB97M-V def2-TZVPD def2/J DEFGRID3
* xyz 0 1
S 1.24 0.25 0.34
F 5.42 2.20 -2.18
O -2.35 -0.36 1.78
C -1.93 -0.87 -0.49
C -1.50 -0.46 0.87
C -0.14 -0.09 1.25
H -1.47 -2.08 -0.51
H -0.26 0.44 2.17
H 5.21 2.13 -1.30
H -3.00 -0.94 -0.73
H -1.21 -0.21 -1.20
*
```

=====

Winner for stability: run two

=====

Run one
Density functional theory data (the ωB97M-V functional and the def2-TZVPD basis) for an isolated ion of composition C8H16N3 and charge +1.

The HOMO energy comes out at -12.6 eV. As for the LUMO energy: -3.31 eV. As for the SMILES: CC1(C)CN2CC[NH2+][C@H]3[C@@H]2N31. For the HOMO-LUMO gap, the calculation gives 9.3 eV.

```
! RIJCOSX wB97M-V def2-TZVPD def2/J DEFGRID3
* xyz 1 1
N -1.45 -1.24 -0.13
N 0.63 -0.21 -1.30
N -0.76 1.35 -0.15
C -2.09 1.09 0.47
C 1.42 0.18 -0.15
C -0.64 -0.82 -1.38
C 0.44 1.04 0.69
C 2.68 0.82 -0.65
C 1.69 -1.14 0.64
C -2.60 -0.32 -0.07
C -0.47 0.72 -1.35
H -2.71 1.93 0.21
H -3.33 -0.58 0.75
H 0.88 -1.65 1.05
H 0.10 0.60 1.55
H -1.78 -2.25 -0.45
H -0.69 1.11 -2.33
H 2.84 0.32 -1.53
H -0.98 -1.35 0.74
H 2.37 -0.87 1.50
H 0.74 2.10 0.96
H 3.47 0.65 0.08
H 2.22 -1.66 -0.07
H -3.17 -0.26 -1.00
H 2.70 2.01 -0.78
H -1.91 1.10 1.52
H -1.00 -1.45 -2.12
*
```

=====

Run two
Density functional theory data (the ωB97M-V functional and the def2-TZVPD basis) for an isolated ion of composition C8H16N3 and charge +1.

The HOMO energy comes out at -12.7 eV. As for the LUMO energy: -4.21 eV. As for the SMILES: [H]/N=N\[C@@](C)(/C=C\[N+](=C)C)CC. For the HOMO-LUMO gap, the calculation gives 8.5 eV.

```
! RIJCOSX wB97M-V def2-TZVPD def2/J DEFGRID3
* xyz 1 1
N 0.40 1.28 -0.61
N 0.92 1.91 -1.53
N -1.93 0.34 0.12
C 2.00 1.00 1.19
C -1.92 1.63 -0.07
C -0.06 -0.21 1.27
C 1.71 -0.91 -0.19
C -1.36 -0.34 1.18
C -2.69 -0.45 -0.76
C 0.93 0.38 0.28
C 0.83 -1.99 -0.79
H -1.40 2.20 0.66
H 2.91 1.18 0.73
H 0.24 -2.69 -0.17
H -2.31 2.05 -0.96
H -2.65 -0.04 -1.84
H 0.44 -0.89 2.00
H -3.69 -0.20 -0.42
H -2.04 -0.83 1.84
H 2.20 0.42 2.03
H 2.47 -0.66 -0.97
H 1.60 1.94 1.63
H 1.87 1.75 -1.77
H 0.18 -1.62 -1.59
H 1.51 -2.59 -1.36
H -2.33 -1.45 -0.59
H 2.17 -1.20 0.69
*
```

=====

Winner for stability: run one

=====

Run one
Density functional theory data (the ωB97M-V functional and the def2-TZVPD basis) for a 2-piece molecular cluster, CH2ClO2P overall.

The HOMO energy (spin up / spin down) comes out at -7.4 / -7.4 eV. As for the LUMO energy (spin up / spin down): 0.40 / 0.40 eV. As for the SMILES: O1C2OP12.Cl. For the HOMO-LUMO gap (spin up / spin down), the calculation gives 7.8 / 7.8 eV.

```
! RIJCOSX wB97M-V def2-TZVPD def2/J DEFGRID3
* xyz 0 1
Cl -1.15 -2.77 0.88
P -0.78 0.84 0.84
O 0.88 0.68 0.76
O -0.39 1.34 -0.74
C 0.92 1.12 -0.46
H -1.28 -2.67 -0.40
H 1.79 1.47 -0.87
*
```

=====

Run two
Density functional theory data (the ωB97M-V functional and the def2-TZVPD basis) for a 2-piece molecular cluster, CH2ClO2P overall.

The HOMO energy comes out at -7.5 eV. As for the LUMO energy: 0.38 eV. As for the SMILES: O1C2OP12.Cl. For the HOMO-LUMO gap, the calculation gives 7.9 eV.

```
! RIJCOSX wB97M-V def2-TZVPD def2/J DEFGRID3
* xyz 0 1
Cl 0.91 -1.35 -3.50
P -1.17 1.29 0.47
O -1.72 -0.19 1.19
O -2.22 1.73 1.78
C -2.45 0.50 2.10
H -3.00 0.14 2.93
H 1.16 -2.47 -2.89
*
```

=====

Winner for stability: run two

=====

Run one
Density functional theory data (the ωB97M-V functional and the def2-TZVPD basis) for an isolated ion of composition CH3N2O2S and charge -1.

The HOMO energy (spin up / spin down) comes out at -4.1 / -3.0 eV. As for the LUMO energy (spin up / spin down): 4.02 / 4.04 eV. For the HOMO-LUMO gap (spin up / spin down), the calculation gives 8.1 / 7.0 eV.

```
! RIJCOSX wB97M-V def2-TZVPD def2/J DEFGRID3
* xyz -1 1
S 0.23 2.04 -0.45
O 0.48 2.89 0.79
O -0.14 2.76 -1.68
N -0.47 -0.46 0.72
N -0.48 0.59 -0.47
C -0.04 -1.73 0.30
H -0.67 -2.41 -0.28
H 0.21 -2.14 1.29
H 0.87 -1.54 -0.23
*
```

=====

Run two
Density functional theory data (the ωB97M-V functional and the def2-TZVPD basis) for an isolated ion of composition CH3N2O2S and charge -1.

The HOMO energy comes out at -3.2 eV. As for the LUMO energy: 4.32 eV. For the HOMO-LUMO gap, the calculation gives 7.5 eV.

```
! RIJCOSX wB97M-V def2-TZVPD def2/J DEFGRID3
* xyz -1 1
S -2.40 0.11 -0.38
O -3.01 -1.13 0.15
O -2.76 1.35 0.41
N 0.41 0.02 -0.85
N 0.36 0.79 0.39
C -0.61 -0.22 0.17
H -0.68 -0.99 1.06
H -0.09 1.79 0.27
H 1.30 -0.51 -0.84
*
```

=====

Winner for stability: run two